Entry 1:
The following is a quantum chemistry calculation of a cluster of 7 separate species, C25H68N6O11 in total at a distorted geometry, from the Open Molecules 2025 dataset.

The geometry in ORCA input format:
```
! RIJCOSX wB97M-V def2-TZVPD def2/J DEFGRID3
* xyz 0 1
O 4.22065 0.21876 -1.47752
O 0.01959 2.06018 -1.99274
O -6.07615 0.80146 0.16906
O 5.03689 2.74136 2.04230
O 0.30369 -5.81186 -0.71829
O 0.35602 -3.77757 -5.32681
O 0.10150 1.94035 2.74660
O -4.04974 -2.90906 2.45294
O 2.35541 0.38203 1.60370
O -2.31599 3.04866 0.12466
O -2.55523 -0.28199 -0.37833
N 6.21594 1.84869 -0.35405
N -0.31039 -0.18210 0.10168
N 0.54710 -3.48141 -2.36767
N 0.54938 3.67344 0.30064
N -1.70174 -1.61135 1.31172
N -6.15439 -0.94445 2.50576
C -1.57344 -0.65167 0.31308
C -3.97324 -4.15951 1.76799
C -5.35601 -1.41255 3.66326
C 6.02262 1.57543 -1.75534
C -6.35125 0.46579 2.52339
C -0.05427 -2.55523 -3.36440
C 1.12963 -3.96970 -6.54818
C -5.01995 1.74508 0.19670
C 1.52979 3.46795 -0.79152
C -5.07071 -2.88244 3.45853
C -0.10604 -3.45649 -1.07696
C 0.72669 -2.54643 -4.70426
C 0.45949 -4.47971 -0.17366
C 4.55622 1.35749 -2.20381
C -0.88755 1.76011 -3.06354
C -0.75261 1.40306 3.67323
C 5.85339 3.21098 -0.12896
C 0.10078 3.41972 2.70619
C -6.95999 0.94892 1.25744
C 0.82652 3.21245 -2.09083
C 5.02012 2.99696 3.42047
C 0.89999 -6.84217 0.00373
C 2.87033 -0.15063 -1.79153
C 5.90254 3.61274 1.32728
C 1.11969 3.81742 1.65723
H -1.25845 0.70088 -2.93163
H 0.46220 -0.43545 0.67983
H -6.02465 -3.23200 3.09914
H 4.86676 3.47753 -0.46333
H -2.46922 2.08087 0.04507
H -0.35064 1.41564 4.70531
H -4.97118 -4.42310 1.32968
H -7.82396 0.38050 0.91099
H 2.01119 -6.63926 0.23404
H 6.54550 3.78679 -0.74329
H -7.10583 2.03053 1.43734
H 0.43732 -1.67242 -5.29538
H 6.59362 2.38672 -2.30714
H -1.58583 3.31977 -0.47378
H -4.40218 1.42454 1.06231
H -7.13238 0.75213 3.20646
H 0.01148 2.80557 0.28223
H 2.09556 3.30332 1.78575
H 0.75846 -4.85985 -7.07198
H 0.04130 -2.51048 -0.52883
H 0.20703 4.08203 -2.36303
H -1.77151 1.84781 3.69954
H -3.16151 -4.21519 1.11181
H -0.24885 0.53398 -0.62555
H 0.43750 -4.38408 -2.84130
H 3.85104 2.22298 -1.96771
H 6.89142 3.50476 1.71564
H -4.44892 -0.80575 3.74784
H 0.06244 -4.38735 0.86600
H 0.41082 -6.95485 0.93962
H 1.93537 4.45094 -0.92738
H 2.19302 -4.06797 -6.30315
H 1.57101 3.09769 -2.87492
H 1.83350 -2.58407 -4.54155
H -1.74440 2.43590 -3.10298
H -0.92953 0.34353 3.42893
H -5.78397 -1.17653 1.59446
H -6.03559 -1.22678 4.48873
H -2.56823 -1.49465 1.78340
H 2.62256 -0.38533 -2.85396
H 3.27692 0.66481 1.52103
H 1.29491 4.85933 1.78907
H -3.70826 -4.94476 2.53560
H -1.26560 -3.55341 -1.14201
H -5.33900 2.74406 0.40523
H -0.45874 1.72642 -4.09700
H 4.50790 1.11549 -3.29193
H 6.40888 0.60581 -2.05871
H 0.48457 3.78685 3.68793
H 1.49324 -4.31253 -0.07538
H 1.86247 1.16735 1.96669
H -0.89048 3.77211 2.31699
H 6.02939 2.93077 3.77966
H -4.70087 -3.52442 4.30509
H 4.38120 2.36138 3.93879
H 0.07125 -1.51247 -3.03502
H 5.57182 4.65493 1.43895
H 4.72276 4.02890 3.65475
H -5.46557 1.11578 2.71430
H 0.81153 -7.72433 -0.61120
H -1.10579 -2.66733 -3.51385
H 2.34969 2.75797 -0.55729
H -0.86810 -1.65350 1.88418
H -4.46938 1.57502 -0.73385
H 2.13953 0.63470 -1.45130
H 5.80084 1.12536 0.25857
H 0.99378 -3.19173 -7.32990
H 2.59356 -1.07455 -1.25579
*
```

The SMILES is COCCNCCOC.COCCNCCOC.COCCNCCOC.COCCNCCOC.NC(N)=O.O.O. As for the energy above the lowest of the compared OMol25 structures with the same formula, charge and spin: 0.683 eV. The value obtained for the calculated total energy is -58485.634 eV. The LUMO energy is 0.62 eV. The calculation puts the gap between HOMO and LUMO at 9.26 eV. As for the largest force on an atom: 3.2 eV/Å.

---

Entry 2:
The following is a quantum chemistry calculation of a structure of composition C25H68N7O3 at a distorted geometry, from the Open Molecules 2025 dataset.

The geometry in ORCA input format:
```
! RIJCOSX wB97M-V def2-TZVPD def2/J DEFGRID3
* xyz 5 1
O 0.43040 1.41768 -0.91775
O 0.55588 -0.59141 -0.23096
O -0.81156 -0.08010 -1.73180
N -2.40521 -0.76388 -2.51085
N -2.59639 3.01766 1.12955
N 1.54617 2.82351 -1.44433
N 0.10202 0.28026 -1.02939
N 1.81651 -2.76958 -2.45471
N 1.55965 0.96041 2.93151
N -0.55365 -2.04102 0.66456
C 1.73837 1.02542 4.46203
C 0.20527 1.50067 2.35160
C -1.59460 1.83171 -0.71186
C 1.61186 -2.47041 -0.95762
C -2.12281 -5.92989 -4.02022
C -0.36530 -4.29333 -2.98763
C 2.68495 1.60226 2.05441
C -2.80194 4.46414 0.57997
C -3.75169 3.46020 4.83466
C 1.02551 -0.07438 5.15920
C 3.53729 -1.16153 -3.14521
C -0.64654 -5.68936 -3.63841
C 4.17382 1.53563 -0.10470
C -3.82594 3.55512 3.32169
C 1.12476 -1.66426 -3.31451
C 1.69461 -0.65433 2.82108
C -3.72658 2.06834 0.48095
C 1.24652 -4.19779 -2.70309
C -2.57193 3.02542 2.67823
C 1.01396 -1.22699 4.07449
C 2.14835 -0.49737 -3.31171
C -1.32224 2.33429 0.63532
C 3.32409 -2.62566 -2.88291
C -3.07730 1.43467 -0.76608
C 2.89111 1.06799 0.65568
H -2.22177 -1.74288 -2.34349
H 3.32126 -3.09548 -3.86645
H 1.11371 3.70032 -1.69786
H 1.40925 2.03395 4.71232
H -1.14893 2.48592 -1.46118
H 2.75691 -0.80216 3.01539
H -0.67350 -1.60446 -0.23830
H -1.25315 1.35663 1.11231
H -3.89050 4.61978 3.09711
H -2.62057 -0.58474 -3.48122
H -0.40766 2.91283 0.76548
H -0.00423 -1.37506 3.71468
H 1.33420 -0.84476 1.81017
H 1.41052 -2.20194 4.35787
H -1.13145 -2.86779 0.61262
H 1.90718 0.15545 -2.47280
H -0.87190 -1.46619 1.43162
H -0.14133 -5.79526 -4.59844
H 0.77789 -2.16412 -4.21890
H 0.42215 -2.28559 0.75443
H 0.18077 -1.42209 -2.82629
H 2.76355 1.04545 4.83175
H 3.97671 -0.66250 -2.28150
H -0.78894 -4.16424 -1.99166
H -2.77318 -5.74133 -3.16607
H -1.07884 0.91185 -0.98743
H 4.17798 1.27576 -1.16325
H -2.36582 -6.89005 -4.47533
H -0.23485 -6.51403 -3.05657
H -3.78573 4.79211 0.91565
H -2.90991 4.23333 -0.47983
H 4.08555 -3.15662 -2.31164
H 2.12686 -0.00399 -4.28342
H 0.06088 0.20834 5.58071
H 3.65039 1.46981 2.54276
H -3.25804 -0.65101 -1.98166
H 5.13973 1.22114 0.29054
H -2.38916 -5.14854 -4.73201
H 2.06155 1.23844 -0.03053
H 3.12484 0.00377 0.68590
H -2.29936 1.99348 2.89938
H -4.61449 3.94958 5.28652
H 0.84005 2.12622 -1.25655
H -0.73061 -3.46393 -3.59323
H 1.90200 -4.60685 -3.47194
H -1.67290 3.56244 2.98064
H 1.59335 -0.29057 6.06414
H -3.51235 1.91704 -1.64138
H 2.32253 2.41789 -1.94716
H 0.54637 -2.27049 -0.84421
H -0.65900 1.43495 3.01252
H -1.88073 5.04337 0.64299
H 2.18337 -1.58585 -0.67650
H 4.02270 2.61506 -0.09527
H -0.07068 0.99933 1.42391
H -4.03324 1.37308 1.26241
H -3.13324 0.40889 -1.13043
H 0.32040 2.55899 2.11751
H 2.08027 3.02357 -0.61077
H 1.54368 -4.79140 -1.83856
H -4.59756 2.64904 0.17718
H 2.65776 2.68665 2.16137
H -2.87888 3.96990 5.24271
H -1.69402 -0.13296 -2.16991
H 4.24037 -0.88025 -3.92923
H -3.71901 2.40644 5.11146
H -4.75797 3.04185 3.08513
H 1.89117 -3.30911 -0.31990
*
```

The value obtained for the calculated total energy is -43520.858 eV. The LUMO energy is -16.10 eV. The calculation puts the gap between HOMO and LUMO at 6.13 eV. As for the largest force on an atom: 18.2 eV/Å.

---

Entry 3:
The following is a quantum chemistry calculation of a structure of composition C25H69N6O8V at a distorted geometry, from the Open Molecules 2025 dataset.

The geometry in ORCA input format:
```
! RIJCOSX wB97M-V def2-TZVPD def2/J DEFGRID3
* xyz 0 3
V 0.58184 -3.13922 0.48392
O 0.32003 -3.28116 -1.69711
O 5.96180 0.70263 2.74640
O -3.25080 -0.24506 -4.29601
O -0.90659 -1.48444 0.38321
O 3.01805 -2.08265 4.31722
O 0.05354 4.85309 0.28144
O -5.47012 -4.68159 -0.43258
O -0.58117 -4.21906 0.58992
N -3.49479 -2.33710 1.72244
N -0.36734 7.49171 -0.70155
N 2.50759 -2.16774 -0.13596
N 3.39565 -0.04696 1.45807
N 1.39386 -3.44921 2.52081
N -4.76641 1.99093 -5.18309
C 2.90209 2.39441 1.01584
C 3.81266 -1.58513 5.36088
C -4.56988 -4.25008 0.69110
C -1.85081 -0.26932 -4.54560
C -4.42728 -2.01602 -0.52541
C 2.23966 -1.69310 -1.53280
C -3.56799 0.82013 -3.41399
C 0.78905 -2.39425 3.28499
C 3.54349 -1.08513 -2.09667
C 4.78802 1.53916 2.58350
C 1.82165 7.73055 -1.59371
C -0.59887 -2.87812 3.69407
C -4.26692 3.37957 -3.18963
C -1.13708 -0.12362 0.19703
C 1.50557 -2.74613 -2.40501
C 1.11490 5.59302 -0.25263
C 3.99399 1.28610 1.33477
C -0.70459 -3.76202 -2.53547
C 6.89801 1.31134 3.66148
C -0.39472 3.79650 -0.57385
C -5.48681 -6.09405 -0.53253
C -3.78580 2.19977 -4.09169
C 1.60576 -2.20330 4.58854
C 0.71614 6.71357 -1.24679
C -4.55958 -2.72506 0.82022
H -3.50879 -2.30091 -1.03854
H 1.54138 8.13664 -2.56564
H -0.23942 7.74818 0.26693
H 3.41377 -0.53092 -3.02625
H 7.17859 2.27985 3.24753
H 7.70101 0.57462 3.63832
H 1.69768 5.91751 0.60945
H -3.43964 3.47615 -2.48651
H -4.57343 1.05865 -5.52032
H 4.15798 1.41044 3.46361
H 4.65397 1.15082 0.47791
H -3.54437 -4.46250 0.38894
H 0.40487 3.10896 -0.84964
H 4.28517 -1.87640 -2.20577
H -3.76272 -1.41169 2.02564
H 2.22973 2.66820 1.82890
H -1.67520 -1.24302 -5.00295
H -6.08280 -6.47142 0.29842
H -5.68125 1.94269 -4.75784
H 2.34598 -3.25350 2.79515
H 1.19291 -2.16771 -3.27436
H 4.84770 -1.61117 5.02010
H -4.84037 -4.69409 1.64911
H 4.08381 -0.69441 1.81492
H 1.37010 -3.09124 5.17517
H -4.51038 -6.56252 -0.40909
H 2.58978 0.01987 2.06324
H -0.26335 0.52613 0.14693
H -1.13303 -2.06272 4.18180
H -1.60721 0.12666 -0.75399
H 1.86880 4.95449 -0.71307
H -4.20552 4.36544 -3.65050
H 2.11065 8.39525 -0.77961
H -2.66489 -2.12373 1.18780
H 5.09239 2.58524 2.61790
H -5.31762 -2.32320 -1.07406
H -0.49943 -3.75689 4.33123
H 1.27030 -4.28252 3.07796
H 3.33817 -2.72376 -0.28114
H 0.27312 6.30233 -2.15382
H -5.14732 3.25403 -2.55936
H -4.47288 -0.92708 -0.50999
H -1.25487 -0.14843 -3.64098
H -0.65570 -4.72515 -3.04350
H 3.37503 3.32084 0.69003
H 1.26413 -1.32243 5.13210
H -1.28946 -3.20145 2.91519
H 2.75385 7.20253 -1.79446
H -4.53691 0.59538 -2.96815
H 6.42207 1.44757 4.63258
H -1.25020 3.22595 -0.21227
H 0.69301 -1.48383 2.69337
H -1.59909 -3.89390 -1.92672
H 2.96901 -1.37868 0.29365
H -2.84236 2.50677 -4.54311
H -0.79270 4.11735 -1.53654
H 3.63607 -0.55677 5.67615
H 2.11568 -3.60386 -2.68812
H -1.17738 6.90832 -0.54796
H 3.78169 -2.06096 6.34104
H 1.54089 -0.85782 -1.48659
H -1.76916 0.26192 0.99699
H 3.99966 -0.38744 -1.39436
H -1.09877 -2.96371 -3.16429
H -1.49481 0.52058 -5.20698
H -2.79736 0.93775 -2.65216
H -5.52136 -2.41492 1.22874
H 2.21021 2.15163 0.20933
H -5.93538 -6.47119 -1.45158
*
```

As for the energy above the lowest of the compared OMol25 structures with the same formula, charge and spin: 0.000 eV. The value obtained for the calculated total energy is -78046.605 eV. The LUMO energy (spin up / spin down) is 0.21 / 0.17 eV. The calculation puts the gap between HOMO and LUMO (spin up / spin down) at 6.26 / 7.67 eV. As for the largest force on an atom: 2.6 eV/Å.

---

Entry 4:
The following is a quantum chemistry calculation of a structure of composition C25H70F3HfN3O20S2 at a distorted geometry, from the Open Molecules 2025 dataset.

The geometry in ORCA input format:
```
! RIJCOSX wB97M-V def2-TZVPD def2/J DEFGRID3
* xyz 0 1
Hf -3.48313 -2.25334 -1.70136
S -5.30294 -2.95001 0.59136
S -1.00747 0.31708 -0.83480
F -1.49636 -0.18623 1.72643
F -1.73621 1.90218 1.28037
F 0.30884 1.05838 1.41021
O -1.30136 -2.80755 -2.45623
O -5.05691 -3.74716 1.75438
O 3.18950 -0.12715 -0.43530
O -2.21894 3.68032 -2.69037
O -3.24721 -1.30390 -3.89878
O -6.65653 -2.46675 0.47349
O -1.35267 1.52583 -1.55988
O -5.19761 2.17142 4.10173
O -4.31014 -1.89258 0.35232
O 2.34455 -5.55626 0.26996
O 2.27860 4.08450 -3.38721
O -2.05149 -0.68225 -0.96665
O 0.34640 -0.22075 -1.06167
O -4.52500 -0.00985 -1.57504
O 4.78454 -1.72931 4.50144
O -0.16973 -4.09620 3.54996
O -4.90808 -3.73105 -0.61689
O 0.11739 2.22527 6.11408
O 0.05335 1.00977 -8.70841
O 1.29892 -1.84562 -3.29754
N 2.97500 0.46431 4.82289
N 0.36235 -3.55446 0.95071
N 0.55003 2.71035 -5.40880
C 0.52151 1.60776 -6.40033
C 1.22645 3.28284 -3.14088
C 0.19193 2.07923 -7.78244
C -1.82308 4.53471 -1.72352
C 3.54330 3.55505 -3.13487
C 6.15602 -1.95008 4.27421
C -0.31880 3.11232 7.15521
C -2.57021 -0.32358 -4.66533
C 1.62163 0.99418 4.97726
C -2.85681 4.69670 -0.58020
C -0.97377 0.80301 1.01916
C -0.01507 -2.71397 3.09825
C -3.31331 0.31884 -5.80766
C 1.35352 1.81046 6.26414
C -1.34961 -4.38303 4.30674
C -3.93951 1.62864 3.99888
C 4.43445 -1.33685 5.75530
C -3.29672 1.94329 5.33189
C 3.41872 -6.37729 -0.13670
C -0.06513 1.42489 -10.04715
C 0.94130 2.13419 -4.17824
C 3.01570 -0.74568 5.68414
C 1.13094 -3.44979 -0.28275
C 0.98582 -2.65837 1.98677
C 2.48716 -4.19805 -0.29186
H -4.02047 0.57700 3.72393
H 2.07958 2.62224 6.30828
H -3.71854 -0.42825 -6.49011
H 3.28259 -7.44975 0.00262
H -4.75343 0.45010 -0.76727
H -3.35186 3.75638 -0.33765
H 3.62122 -6.28787 -1.20399
H -1.96442 2.79968 -2.40524
H 1.30502 1.60629 4.13276
H 0.89847 1.72823 -10.45649
H -2.31118 1.47991 5.28623
H 1.91720 -1.45762 -3.91674
H 3.62226 3.04627 -2.17414
H 6.24876 -2.14296 3.20543
H -2.63480 0.90089 -6.43131
H -0.69898 2.70718 -7.78983
H 1.14787 -2.44888 -0.71399
H 1.00790 2.76143 -8.02096
H 0.25809 -2.18575 4.01174
H 2.95820 -4.22568 -1.27443
H 5.08517 -0.52709 6.08539
H -0.72757 2.28198 -10.16825
H 1.30355 -1.24968 -2.54849
H -1.20513 -5.43346 4.55935
H -1.27515 3.56806 6.89874
H 0.45885 -4.38559 1.51641
H -1.05269 -3.72558 -2.56401
H -4.11515 0.93025 -5.39373
H -0.40984 2.65255 8.13930
H -2.28884 0.43211 -3.93195
H -3.80324 1.49566 6.18697
H 0.55375 -4.00571 -1.02161
H -3.31241 2.08704 3.23421
H -4.98631 3.10735 4.07014
H 0.17166 1.46656 -3.79090
H 2.25115 0.04383 -0.51595
H 0.37675 3.95189 -3.00493
H -0.61089 -2.31783 -2.90306
H 4.53772 -2.17607 6.44316
H 6.82600 -1.13354 4.54343
H 2.23166 -1.43381 5.36814
H -1.68502 5.51548 -2.17863
H 6.36544 -2.81263 4.90687
H 4.34078 -6.13117 0.38991
H -4.58466 0.65903 -2.25715
H -3.02724 2.98754 5.49001
H -0.39610 0.52492 -10.56542
H 1.97803 -3.01423 2.26426
H -0.27676 0.96028 -6.03753
H 0.85945 0.21648 4.92850
H 3.31740 -0.33181 0.49098
H 3.75746 1.06571 5.03779
H 4.27511 4.35461 -3.25004
H 0.23595 4.04920 7.20619
H -0.94562 -2.20026 2.85688
H 1.60346 1.34622 7.21813
H 3.74461 2.86840 -3.95712
H 1.88616 1.59148 -4.14978
H -0.93143 4.04240 -1.33535
H 1.01395 -1.62357 1.64545
H -2.39880 4.97625 0.36858
H -1.61419 -0.70838 -5.02037
H 2.83030 -0.48534 6.72624
H 3.18769 -3.64689 0.33550
H -3.60017 5.41311 -0.92987
H 1.40003 0.96340 -6.36730
H 1.24931 2.85660 -2.13793
H -1.43009 -3.88327 5.27207
H -2.31338 -4.25098 3.81501
H 1.16138 3.48095 -5.63798
*
```

The value obtained for the calculated total energy is -103604.112 eV. The LUMO energy is -2.39 eV. The calculation puts the gap between HOMO and LUMO at 6.45 eV. As for the largest force on an atom: 6.2 eV/Å.